{"formula": "C45H34CuNOP", "method": "wB97M-V/def2-TZVPD", "elements": ["Cu", "P", "O", "N", "C", "C", "C", "C", "C", "C", "C", "C", "C", "C", "C", "C", "C", "C", "C", "C", "C", "C", "C", "C", "C", "C", "C", "C", "C", "C", "C", "C", "C", "C", "C", "C", "C", "C", "C", "C", "C", "C", "C", "C", "C", "C", "C", "C", "C", "H", "H", "H", "H", "H", "H", "H", "H", "H", "H", "H", "H", "H", "H", "H", "H", "H", "H", "H", "H", "H", "H", "H", "H", "H", "H", "H", "H", "H", "H", "H", "H", "H", "H"], "xyz": [[-0.175, 0.382, -0.571], [-0.165, -1.251, 1.202], [1.626, 0.144, -1.142], [-1.799, 1.367, -0.634], [3.965, 0.392, -0.904], [0.258, -2.635, 0.093], [3.360, 4.598, -1.568], [1.229, 4.133, -2.575], [1.516, -0.733, 1.753], [-1.578, 5.456, 0.092], [1.332, 2.816, -2.190], [-1.830, -2.938, 2.637], [3.965, 0.276, 2.619], [-1.891, -3.148, 5.025], [1.804, -4.086, -1.708], [-3.817, -3.328, -0.318], [3.831, -1.069, 2.318], [-0.739, -2.077, 2.730], [-4.403, -1.019, -0.305], [-1.737, 2.710, -0.435], [-0.813, -2.285, 5.125], [1.031, -3.004, -2.189], [2.871, 1.119, 2.503], [0.947, -3.752, 0.514], [1.676, -4.512, -0.411], [-2.752, 4.924, -0.392], [2.597, 0.956, -1.176], [-0.844, -1.155, -3.142], [1.080, -2.549, -3.525], [-2.592, -2.988, -0.851], [-4.736, -2.328, -0.045], [0.130, -2.378, -1.298], [-0.244, -1.742, 3.987], [-2.851, 3.554, -0.681], [2.473, 2.351, -1.505], [2.616, -1.570, 1.886], [-2.227, -1.661, -1.118], [-0.556, 3.281, 0.067], [-0.927, -1.564, -1.822], [0.210, -1.583, -3.959], [-2.397, -3.475, 3.777], [3.492, 3.276, -1.211], [-4.064, 1.591, -1.346], [2.232, 5.038, -2.252], [-3.161, -0.646, -0.847], [-0.476, 4.633, 0.312], [-4.014, 2.954, -1.220], [-2.962, 0.797, -0.990], [1.655, 0.616, 2.077], [0.451, 5.055, 0.672], [-2.225, -3.182, 1.662], [0.925, -4.031, 1.561], [-0.416, -2.026, 6.095], [2.477, -4.589, -2.388], [-5.698, -2.568, 0.381], [3.895, -0.693, -0.868], [-4.946, 1.108, -1.733], [2.201, -5.392, -0.067], [4.326, 0.744, 0.062], [0.286, 2.629, 0.268], [2.141, 6.078, -2.528], [-4.043, -4.362, -0.105], [-1.637, -0.553, -3.566], [-4.857, 3.568, -1.499], [-1.501, 6.514, 0.295], [4.679, 0.692, -1.671], [2.535, -2.618, 1.647], [4.374, 2.958, -0.676], [0.592, -1.063, 4.075], [4.148, 5.295, -1.319], [4.918, 0.664, 2.946], [-2.339, -3.560, 5.917], [0.791, 1.265, 2.006], [-3.617, 5.552, -0.545], [0.364, 4.465, -3.131], [0.268, -1.222, -4.977], [1.805, -2.985, -4.197], [0.551, 2.103, -2.427], [2.967, 2.168, 2.745], [-1.890, -3.777, -1.088], [-5.110, -0.247, -0.042], [4.678, -1.735, 2.417], [-3.242, -4.142, 3.693]], "mol_weight_g_mol": 699.3, "homo_ev": [-4.1, -7.3], "orbital_gap_ev": [3.47, 6.71], "s2": 0.775, "relative_energy_ev": 0.658, "multiplicity": 2, "lumo_ha": [-0.023, -0.021]}